119
Properties=species:S:1:pos:R:3:mulliken_spin:R:1 method="wB97M-V/def2-TZVPD" spin_multiplicity=5 homo_ev="-5.05 / -6.58" total_energy_ev=-139466.3923 total_charge=0 e_above_lowest_kcal_mol=0.0 s_squared=6.100
Fe 0.13 -0.08 -0.13 1.9300
C 4.28 2.32 3.13 0.0025
C 3.49 3.34 2.33 0.0001
N 3.04 2.85 1.04 -0.0029
C 1.98 2.02 0.90 0.0232
S 1.73 1.50 -0.80 -0.0367
N 1.28 1.72 1.94 -0.0056
N 0.16 0.86 1.66 -0.0508
C 0.04 -0.09 2.73 0.4746
C 0.29 0.31 4.13 0.0856
C -0.33 -1.39 2.34 -0.0720
C -0.55 -2.41 3.29 0.1611
C -0.92 -3.66 2.86 -0.0306
C -1.08 -3.90 1.50 0.1451
C -0.86 -2.85 0.62 -0.0602
N -0.50 -1.63 1.01 0.1100
H 4.64 2.77 4.06 0.0000
H 5.15 1.96 2.57 0.0001
H 3.66 1.46 3.38 0.0004
H 4.08 4.23 2.15 -0.0001
H 2.60 3.64 2.88 0.0000
H 3.66 2.92 0.25 -0.0011
H 0.76 1.29 4.17 0.0012
H 0.94 -0.41 4.64 0.0075
H -0.66 0.36 4.67 -0.0171
H -0.43 -2.19 4.34 0.0169
H -1.08 -4.46 3.58 -0.0002
H -1.35 -4.87 1.12 0.0076
H -0.97 -3.00 -0.44 0.0011
C 0.92 3.63 -2.99 -0.0081
Sb -0.47 2.55 -1.70 -0.0508
C -1.06 1.68 1.28 0.1310
C -2.36 1.18 1.66 0.0515
C -3.50 1.66 0.98 0.0222
C -4.75 1.21 1.29 -0.0057
C -4.90 0.23 2.28 0.0271
C -3.75 -0.20 2.91 -0.0110
N -2.52 0.26 2.64 0.0554
Si -0.93 3.52 1.74 0.0028
C 0.41 4.60 0.96 -0.0004
C -0.76 3.68 3.60 0.0035
C -2.50 4.45 1.31 0.0033
C -1.43 1.40 -3.35 -0.0028
C -2.22 0.28 -2.72 -0.0132
C -3.17 -0.44 -3.46 0.0001
C -3.97 -1.38 -2.85 0.0044
C -3.85 -1.59 -1.49 -0.0078
C -2.88 -0.87 -0.82 -0.0085
N -2.06 0.01 -1.41 0.0357
Si -2.80 2.67 -3.88 0.0010
C -4.10 2.75 -2.55 0.0003
C -2.18 4.43 -4.06 -0.0025
C -3.66 2.24 -5.50 -0.0004
Si -0.29 0.91 -4.82 0.0081
C -0.13 2.28 -6.09 0.0003
C -1.00 -0.53 -5.79 0.0020
C 1.46 0.48 -4.31 -0.0065
H 1.31 4.44 -2.37 -0.0007
H 0.41 4.05 -3.85 0.0001
H 1.75 3.01 -3.32 0.0016
H -3.36 2.36 0.17 -0.0018
H -5.62 1.58 0.75 -0.0001
H -5.86 -0.17 2.55 0.0028
H -3.80 -0.95 3.69 0.0040
H 1.02 4.17 0.16 -0.0006
H 1.11 4.93 1.74 -0.0006
H -0.07 5.50 0.55 -0.0007
H 0.24 3.40 3.93 -0.0004
H -1.48 3.04 4.11 0.0010
H -0.94 4.71 3.91 0.0001
H -2.70 4.48 0.23 -0.0003
H -2.33 5.48 1.64 -0.0005
H -3.40 4.08 1.81 0.0001
H -3.27 -0.25 -4.52 0.0010
H -4.70 -1.94 -3.44 0.0000
H -4.46 -2.30 -0.95 0.0014
H -2.74 -1.02 0.24 0.0202
H -3.71 3.21 -1.64 -0.0006
H -4.52 1.78 -2.28 0.0001
H -4.91 3.39 -2.91 0.0000
H -1.68 4.82 -3.18 0.0015
H -3.06 5.05 -4.23 -0.0003
H -1.51 4.56 -4.92 0.0002
H -3.51 1.23 -5.86 -0.0001
H -3.34 2.92 -6.30 0.0001
H -4.73 2.38 -5.36 -0.0001
H -1.08 2.59 -6.53 0.0002
H 0.48 1.87 -6.90 -0.0001
H 0.39 3.16 -5.72 -0.0001
H -1.84 -0.21 -6.41 -0.0003
H -1.33 -1.37 -5.18 0.0016
H -0.22 -0.89 -6.45 -0.0001
H 1.63 0.50 -3.24 0.0064
H 1.72 -0.53 -4.65 0.0075
H 2.16 1.18 -4.78 0.0006
O 7.08 -2.26 -1.00 0.1149
N 6.26 -2.73 -1.82 0.0440
O 6.63 -3.36 -2.82 0.1133
C 4.89 -2.51 -1.64 0.0799
C 4.02 -2.97 -2.63 0.2092
C 2.66 -2.71 -2.58 0.0364
C 1.76 -3.26 -3.54 0.1422
C 0.44 -2.93 -3.47 -0.0598
C 0.00 -2.02 -2.51 0.2241
N 0.82 -1.48 -1.58 -0.0357
C 2.10 -1.89 -1.56 -0.0261
C 2.96 -1.58 -0.41 0.0152
N 2.36 -1.07 0.67 0.0322
C 3.05 -0.92 1.78 0.0544
C 4.40 -1.22 1.87 -0.0203
C 5.06 -1.70 0.76 0.0535
C 4.34 -1.91 -0.44 0.0084
H 4.44 -3.54 -3.45 0.0302
H 2.14 -3.94 -4.29 0.0083
H -0.29 -3.35 -4.16 -0.0030
H -1.04 -1.74 -2.48 0.0014
H 2.53 -0.50 2.63 0.0091
H 4.93 -1.08 2.80 -0.0005
H 6.11 -1.93 0.78 0.0048

31
Properties=species:S:1:pos:R:3:mulliken_charge:R:1 method="wB97M-V/def2-TZVPD" homo_ev=-11.44 total_energy_ev=-16115.4524 total_charge=+1 e_above_lowest_kcal_mol=60.9
C -3.06 -1.52 1.33 -1.4015
C -1.79 -1.14 0.60 0.2720
C -1.61 0.40 0.48 -0.9384
C -0.20 0.83 0.22 0.2280
C 0.50 0.24 -0.77 -0.7496
N 1.95 0.53 -0.89 -0.0667
N 0.32 1.83 0.97 -0.3257
N -1.73 -1.85 -0.68 -0.5203
H -3.87 -2.00 0.77 0.3782
H -2.86 -2.13 2.21 0.2768
H -3.67 -0.68 1.66 0.4019
H -0.88 -1.47 1.10 0.3660
H -1.90 0.72 1.49 0.3478
H -2.30 0.84 -0.22 0.3464
H 0.07 -0.33 -1.56 0.5129
H 1.99 1.45 -1.37 0.3668
H 2.39 -0.14 -1.52 0.3837
H 2.43 0.58 -0.01 0.2948
H 1.19 2.26 0.73 0.2358
H 0.08 1.95 1.93 0.1939
H -2.44 -1.48 -1.29 0.2055
H -0.93 -2.32 -1.06 0.1870
H 0.44 2.96 -1.70 0.3353
H 1.73 3.93 -1.84 0.3166
O 1.39 3.03 -1.84 -0.6609
H 2.31 -2.25 -2.99 0.3125
H 1.63 -3.40 -2.27 0.2976
O 1.75 -2.44 -2.23 -0.6000
H 2.31 -0.29 2.70 0.3134
H 2.40 1.24 3.40 0.3041
O 2.34 0.66 2.65 -0.6138

95
Properties=species:S:1:pos:R:3:mulliken_spin:R:1 method="wB97M-V/def2-TZVPD" spin_multiplicity=4 homo_ev="-2.99 / -3.64" total_energy_ev=-157085.9944 total_charge=-1 e_above_lowest_kcal_mol=78.8 s_squared=3.802
V 0.33 0.15 -0.31 2.2194
S 2.41 3.68 1.37 -0.0056
C 0.68 3.96 1.45 -0.0118
C -0.07 2.86 1.34 0.0160
C 0.70 1.57 1.17 -0.0468
C 2.08 2.02 0.73 -0.0110
C 2.26 2.01 -0.66 0.0425
C 3.30 2.71 -1.36 0.0076
C 3.24 2.87 -2.72 0.0010
C 2.16 2.32 -3.45 0.0127
C 1.28 1.53 -2.78 0.0776
N 1.33 1.32 -1.44 -0.1229
H 0.31 4.97 1.63 0.0007
H -1.15 2.89 1.43 0.0132
H 4.09 3.15 -0.78 0.0004
H 4.02 3.42 -3.23 0.0005
H 2.05 2.48 -4.52 0.0000
H 0.47 1.03 -3.30 -0.0251
O -5.52 3.73 -2.30 0.0008
C -5.56 3.72 -0.88 -0.0030
C -4.55 2.76 -0.33 -0.0292
C -4.35 2.71 1.05 0.1330
C -3.44 1.79 1.52 -0.0651
N -2.74 0.95 0.76 0.1290
C -2.93 0.99 -0.58 -0.0082
C -3.85 1.91 -1.14 0.0788
C -2.24 0.01 -1.39 0.2668
C -2.56 -0.24 -2.74 -0.0552
C -2.20 -1.42 -3.33 0.1217
C -2.57 -1.71 -4.76 -0.0031
O -3.96 -2.07 -4.92 0.0098
C -1.55 -2.41 -2.53 0.0723
C -1.10 -2.07 -1.29 0.0839
N -1.33 -0.84 -0.74 0.1838
H -6.16 4.38 -2.62 -0.0002
H -6.55 3.43 -0.53 0.0000
H -5.36 4.72 -0.47 -0.0020
H -4.87 3.39 1.72 0.0146
H -3.25 1.71 2.59 0.0019
H -4.01 1.94 -2.21 0.0205
H -3.12 0.49 -3.31 0.0084
H -1.93 -2.52 -5.13 0.0003
H -2.42 -0.84 -5.39 0.0052
H -4.17 -2.72 -4.25 -0.0002
H -1.35 -3.40 -2.93 0.0112
H -0.54 -2.77 -0.69 0.0047
C 4.03 -0.92 -3.54 0.0022
N 2.59 -1.01 -3.49 0.0008
C 2.03 -1.15 -4.81 -0.0024
C 2.08 -2.07 -2.62 0.0674
C 2.54 -2.00 -1.17 -0.1400
C 3.63 -2.81 -0.86 -0.0162
C 4.14 -2.90 0.42 0.0197
C 3.53 -2.17 1.42 -0.0074
C 2.43 -1.37 1.12 0.0372
C 1.89 -1.22 -0.17 -0.0304
H 4.49 -1.81 -3.99 0.0001
H 4.43 -0.78 -2.54 -0.0003
H 4.31 -0.04 -4.14 -0.0008
H 2.42 -2.05 -5.33 0.0001
H 2.29 -0.28 -5.42 0.0003
H 0.94 -1.23 -4.75 0.0043
H 2.38 -3.05 -3.02 0.0033
H 1.00 -2.02 -2.67 -0.0322
H 4.10 -3.39 -1.66 -0.0011
H 4.99 -3.54 0.63 0.0019
H 3.89 -2.23 2.45 -0.0010
H 1.96 -0.83 1.93 -0.0067
C 2.41 1.10 3.89 0.0042
C 0.91 0.88 3.67 0.0024
C 0.08 1.94 4.38 -0.0006
O 0.53 0.66 2.30 -0.0547
H 2.61 1.01 4.97 0.0003
H 2.73 2.08 3.55 -0.0015
H 2.99 0.35 3.36 -0.0022
H 0.66 -0.07 4.12 0.0022
H 0.44 2.95 4.16 0.0008
H 0.14 1.78 5.47 -0.0001
H -0.96 1.87 4.08 0.0004
C 1.41 -3.03 4.42 -0.0004
N 0.04 -2.55 4.29 -0.0002
C -0.56 -1.65 5.16 0.0004
C -1.74 -1.31 4.62 -0.0001
N -1.86 -2.02 3.43 0.0019
C -2.95 -1.87 2.46 -0.0003
C -0.77 -2.80 3.22 -0.0012
Se -0.56 -4.04 1.88 0.0016
H 1.53 -3.58 5.35 0.0000
H 2.10 -2.19 4.39 0.0001
H 1.62 -3.69 3.57 0.0003
H -0.09 -1.33 6.07 0.0000
H -2.50 -0.62 4.96 0.0000
H -3.84 -1.55 2.99 -0.0003
H -3.11 -2.83 1.98 0.0006
H -2.68 -1.13 1.71 -0.0019

23
Properties=species:S:1:pos:R:3:mulliken_spin:R:1 method="wB97M-V/def2-TZVPD" spin_multiplicity=3 homo_ev="-11.91 / -11.91" total_energy_ev=-34689.5621 total_charge=+1 s_squared=2.013
C 1.47 0.70 -0.18 0.0068
C 2.17 -1.48 0.32 0.0040
C 0.16 0.42 -0.06 -0.0031
C 0.82 -1.82 0.59 -0.0010
C 2.56 -0.18 0.05 -0.0044
C -0.21 -0.86 0.30 0.0181
C 4.95 -0.48 -0.54 -0.0039
C 3.89 0.19 -0.02 0.0021
C -5.62 1.35 -0.19 -0.0674
N -2.81 0.11 0.35 0.2126
O -2.65 1.27 -0.06 0.1988
S -1.93 -1.16 0.54 0.0114
S -5.39 -0.38 0.01 1.4788
H 1.79 1.76 -0.27 0.0000
H 2.87 -2.37 0.41 0.0010
H -0.67 1.14 -0.31 0.0001
H 0.47 -2.81 1.06 -0.0001
H 5.91 -0.05 -0.65 -0.0001
H 4.98 -1.38 -1.17 -0.0001
H 4.03 1.15 0.40 -0.0002
H -4.58 1.65 -0.36 0.0445
H -5.92 1.71 0.81 0.0642
H -6.25 1.53 -1.02 0.0377

81
Properties=species:S:1:pos:R:3:mulliken_spin:R:1 method="wB97M-V/def2-TZVPD" spin_multiplicity=5 homo_ev="-10.37 / -11.08" total_energy_ev=-62750.7814 total_charge=+1 e_above_lowest_kcal_mol=0.0 s_squared=6.037
Ir 0.41 -0.44 0.29 2.3483
C 3.81 1.64 -1.23 -0.0062
N 3.22 0.44 -0.67 0.2805
C 3.91 -0.63 -0.61 0.0491
C 3.33 -1.84 -0.09 0.2585
C 3.99 -3.10 0.00 0.0138
C 3.07 -3.98 0.45 0.1493
C 1.85 -3.22 0.63 0.1972
N 2.01 -1.96 0.30 -0.0319
C 2.80 2.32 -2.13 -0.0064
C 2.09 1.58 -3.07 0.0142
C 1.14 2.19 -3.87 -0.0096
C 0.90 3.56 -3.75 0.0026
C 1.61 4.30 -2.82 0.0008
C 2.56 3.68 -2.01 0.0031
H 4.75 1.43 -1.75 0.0030
H 4.04 2.31 -0.40 0.0192
H 4.95 -0.69 -0.95 0.0140
H 5.03 -3.28 -0.25 -0.0014
H 3.18 -5.04 0.65 -0.0006
H 0.90 -3.59 0.96 0.1364
H 2.27 0.51 -3.17 0.0023
H 0.59 1.61 -4.60 -0.0002
H 0.17 4.04 -4.38 0.0000
H 1.43 5.36 -2.73 0.0001
H 3.11 4.27 -1.28 -0.0001
C -2.48 3.11 0.31 0.0033
O -1.85 1.84 0.32 0.0415
Si -2.62 0.45 -0.27 0.0005
C -4.31 0.41 0.55 0.0121
C -3.02 0.85 -2.06 0.0120
C -1.53 -1.09 0.05 0.2302
Si -1.95 -1.77 1.76 -0.0220
C -3.66 -2.54 1.84 0.0194
C -0.84 -3.11 2.49 0.0116
C -1.75 -0.34 2.98 0.0820
Si -1.47 -2.17 -1.50 -0.0068
C -0.28 -1.45 -2.77 0.0777
C -3.19 -2.42 -2.25 0.0210
C -0.87 -3.93 -1.20 0.0228
H -3.55 3.05 0.13 0.0001
H -2.04 3.74 -0.47 0.0001
H -2.32 3.59 1.28 -0.0007
H -4.82 1.34 0.29 0.0019
H -4.31 0.31 1.63 -0.0005
H -4.91 -0.40 0.12 -0.0014
H -3.41 1.87 -2.05 -0.0001
H -3.81 0.22 -2.45 0.0005
H -2.19 0.83 -2.76 -0.0024
H -3.76 -3.25 1.01 -0.0011
H -4.49 -1.85 1.78 0.0005
H -3.76 -3.12 2.76 0.0008
H -0.96 -4.10 2.04 0.0033
H -1.22 -3.19 3.51 -0.0002
H 0.22 -2.87 2.57 0.0027
H -2.49 0.45 2.88 0.0050
H -0.77 0.14 2.87 -0.0439
H -1.79 -0.73 4.00 0.0000
H -0.62 -0.53 -3.24 0.0017
H -0.12 -2.19 -3.56 0.0026
H 0.71 -1.25 -2.34 -0.0223
H -3.35 -1.83 -3.15 0.0008
H -3.98 -2.16 -1.54 -0.0039
H -3.32 -3.47 -2.52 0.0009
H 0.20 -4.05 -1.02 0.0006
H -1.08 -4.44 -2.14 0.0007
H -1.42 -4.47 -0.42 0.0002
N 0.89 1.64 0.59 0.1188
C 1.31 2.04 1.92 -0.0093
C 0.84 3.21 2.48 0.0151
C 1.24 3.57 3.75 -0.0015
C 2.11 2.77 4.47 0.0066
C 2.59 1.59 3.90 0.0008
C 2.19 1.22 2.63 0.0145
H -0.01 2.07 0.36 -0.0494
H 1.58 1.91 -0.10 -0.0007
H 0.16 3.84 1.91 -0.0010
H 0.86 4.49 4.19 0.0000
H 2.42 3.05 5.47 0.0004
H 3.27 0.96 4.46 0.0000
H 2.55 0.30 2.18 0.0185

60
Properties=species:S:1:pos:R:3:mulliken_spin:R:1 method="wB97M-V/def2-TZVPD" spin_multiplicity=5 homo_ev="-4.25 / -4.73" total_energy_ev=-135019.8229 total_charge=-1 e_above_lowest_kcal_mol=3.5 s_squared=6.033
Co -0.81 1.35 -0.91 2.6894
S 5.97 4.07 -0.56 0.1084
C 4.36 3.70 -0.71 0.0195
S 3.59 3.20 -2.15 -0.0285
C 1.99 2.84 -1.51 0.0948
C 1.86 3.07 -0.08 0.1405
S 0.58 2.57 0.86 0.3347
S 3.29 3.79 0.63 -0.0218
S 0.76 2.40 -2.52 0.4094
S -2.54 3.44 -1.07 0.0886
C -3.37 2.07 -1.63 0.0054
C -4.76 1.99 -1.94 -0.0013
C -5.27 0.75 -2.36 -0.0011
C -4.39 -0.37 -2.46 0.0023
C -3.07 -0.20 -2.09 0.0091
N -2.58 0.98 -1.75 0.0389
H -5.35 2.90 -1.81 -0.0006
H -6.35 0.68 -2.56 -0.0009
H -4.80 -1.31 -2.78 0.0000
H -2.38 -1.04 -2.14 0.0017
C -0.34 -0.35 2.83 0.0052
N -0.93 0.93 3.08 0.0051
C -0.23 1.82 3.98 0.0030
C -1.92 1.36 2.23 0.0015
C -2.62 2.63 2.57 0.0026
O -2.31 0.71 1.29 0.0089
H 0.52 -0.28 2.20 -0.0026
H -1.03 -1.06 2.45 -0.0009
H 0.07 -0.69 3.77 0.0004
H 0.05 2.76 3.52 0.0015
H 0.76 1.38 4.22 0.0004
H -0.83 2.03 4.88 0.0001
H -2.16 3.48 1.98 -0.0017
H -2.60 2.85 3.64 -0.0001
H -3.64 2.56 2.23 0.0000
C 1.29 -5.33 1.14 0.0039
C 2.09 -4.41 0.46 -0.0025
C 1.60 -3.17 0.11 0.0041
C 0.26 -2.84 0.30 0.0072
C -0.54 -3.74 1.03 0.0043
C -0.03 -4.96 1.45 -0.0019
C -0.36 -1.53 -0.11 -0.0232
C 0.17 -0.47 -0.73 0.0733
C 1.51 -0.56 -1.37 -0.0114
C 1.63 -1.12 -2.67 0.0174
C 2.85 -1.11 -3.33 -0.0009
C 4.00 -0.62 -2.68 0.0087
C 3.90 -0.09 -1.44 0.0040
C 2.68 -0.12 -0.75 -0.0045
H 1.74 -6.28 1.43 0.0003
H 3.14 -4.63 0.32 0.0000
H 2.22 -2.59 -0.51 -0.0009
H -1.61 -3.53 1.15 0.0000
H -0.71 -5.56 2.08 0.0001
H -1.37 -1.45 0.23 -0.0012
H 0.76 -1.42 -3.24 -0.0013
H 2.94 -1.55 -4.33 0.0005
H 4.95 -0.53 -3.21 0.0013
H 4.76 0.31 -0.86 0.0004
H 2.60 0.31 0.22 0.0108

54
Properties=species:S:1:pos:R:3:mulliken_charge:R:1 method="wB97M-V/def2-TZVPD" homo_ev=-11.63 total_energy_ev=-42591.9688 total_charge=+1 e_above_lowest_kcal_mol=408.8
C -0.58 -5.07 0.61 -2.2683
C 0.17 -3.82 0.05 0.8452
C 1.55 -3.51 0.15 -1.0119
C 2.04 -2.43 -0.21 -0.6415
C 1.24 -1.60 -0.92 -0.3848
C -0.18 -1.73 -0.95 0.1979
C -0.84 -2.92 -0.36 -1.0767
N -2.18 -2.78 -0.70 -0.0336
C -2.95 -1.66 -0.44 0.2557
O -3.95 -1.54 -0.81 -0.3650
C -2.36 -0.47 0.68 -0.7873
N -2.17 0.75 -0.07 0.1600
H -1.01 0.60 -0.30 0.2169
C -2.48 1.92 0.88 0.1184
C -4.04 1.95 0.66 -0.7449
H -4.56 1.00 0.60 0.5114
H -4.39 2.04 1.82 0.3186
C -4.36 3.04 -0.14 -0.5813
H -4.57 4.08 0.25 0.2733
H -5.12 2.85 -0.82 0.3847
C -3.03 3.40 -0.99 -1.2749
H -3.05 4.53 -1.08 0.3523
H -2.84 2.88 -1.71 0.6433
C -2.02 3.15 0.36 -0.9626
H -1.96 4.07 0.68 0.6701
H -0.86 2.99 -0.19 0.0125
H -2.10 1.50 1.85 0.6219
H -2.55 0.86 -0.88 0.5255
H -1.46 -1.07 1.24 0.3126
H -3.04 -0.59 1.50 0.6761
H -2.61 -3.44 -1.12 0.0396
H -0.72 -0.93 -1.67 1.1187
S 1.67 0.33 -1.10 1.0548
O 0.57 0.88 -0.41 -0.8572
O 1.67 0.45 -2.52 -0.7408
N 3.16 0.71 -0.39 0.4835
C 3.15 0.76 0.83 -0.3257
H 2.42 0.08 1.74 0.1633
C 4.53 0.57 1.54 -0.6575
O 5.35 1.46 0.94 -0.3619
C 5.54 1.00 -0.38 -0.6546
H 6.06 1.82 -0.74 0.4748
C 3.98 1.30 -1.11 -0.5963
H 3.98 0.94 -2.16 0.3209
H 3.72 2.47 -1.09 0.2951
H 5.90 -0.03 -0.74 0.2759
H 4.70 0.68 2.62 0.4020
H 4.94 -0.68 1.44 0.1984
H 2.84 1.88 1.12 0.2880
H 2.91 -2.17 0.04 1.0910
H 2.02 -4.33 0.56 0.5051
H 0.07 -5.61 1.09 0.5390
H -1.34 -4.79 1.00 0.6191
H -0.85 -5.76 -0.23 0.3613

14
Properties=species:S:1:pos:R:3:mulliken_charge:R:1 method="wB97M-V/def2-TZVPD" homo_ev=-10.13 total_energy_ev=-8372.0184 smiles="CC(=O)[C@@H](C)O" total_charge=0 e_above_lowest_kcal_mol=29.1
C -1.96 -0.27 0.43 -1.1086
C -0.65 0.48 0.14 0.6354
O -0.88 1.53 -0.34 -0.5563
C 0.90 0.24 0.31 0.2475
C 1.42 -0.87 -0.59 -1.2093
O 1.52 1.44 -0.03 -0.5897
H -2.30 -0.64 -0.54 0.2805
H -2.72 0.48 0.73 0.3413
H -1.93 -1.05 1.18 0.3326
H 1.13 0.04 1.37 0.2527
H 1.03 -1.84 -0.27 0.3405
H 2.51 -0.85 -0.50 0.3300
H 1.14 -0.72 -1.64 0.2925
H 0.78 2.04 -0.26 0.4110

9
Properties=species:S:1:pos:R:3:mulliken_charge:R:1 method="wB97M-V/def2-TZVPD" homo_ev=-4.87 total_energy_ev=-22930.7535 smiles="O=C([O-])N(F)CCl" total_charge=-1 e_above_lowest_kcal_mol=64.1
O -0.10 1.25 2.24 -0.7107
C 0.15 0.31 1.48 0.6073
O 0.91 -0.63 1.56 -0.6511
N -0.79 0.22 0.27 -0.0431
F -1.04 1.48 -0.36 -0.2567
C 0.12 -0.39 -0.99 -0.2736
Cl -0.74 -1.55 -1.97 -0.2485
H 0.47 0.31 -1.65 0.3198
H 1.03 -1.00 -0.58 0.2564